Entry from the Open Molecules 2025 dataset: a molecular structure, C3H3DyO (the ωB97M-V functional and the def2-TZVPD basis).

Each line ends with the Mulliken charge.
Geometry (Å):
Dy 3.511 0.170 0.278  2.133
O 0.184 1.323 0.073  -0.308
C -0.058 -0.751 -0.194  -0.491
C 0.946 0.243 -0.159  -0.184
C -1.161 0.163 -0.037  -0.063
H -1.797 0.104 0.853  0.295
H -1.669 0.537 -0.935  0.265
H 0.044 -1.789 0.121  0.353

Its spin multiplicity is 6. As for the net charge: +2. The value obtained for the total energy is -1075.5525 Eh. The value obtained for the highest occupied orbital energy (alpha / beta) is -18.5 / -18.0 eV. Its orbital gap (alpha / beta) is 8.3 / 7.6 eV.